1.
ORCA calculation (ωB97M-V/def2-TZVPD) on a cluster of 8 separate species, C46H110N8 in total.

XYZ file:
```
164
Properties=species:S:1:pos:R:3:forces:R:3
H 6.6482 -3.3886 3.3202 0.0 0.5 0.3
H 1.6538 4.5734 0.0662 0.3 -0.3 0.0
C 2.6256 -3.4347 3.9012 0.0 -0.3 -0.2
H 4.2446 -1.2372 3.5042 0.7 -1.2 -0.9
C 0.2846 4.2783 1.7192 -0.7 0.6 0.7
H 1.6060 -0.8910 0.2570 0.0 0.3 0.5
C -0.8223 -0.8473 2.3793 -1.5 1.2 -0.1
H -7.9113 3.2082 5.1993 -0.1 -0.1 0.3
C 0.5421 3.1394 -2.7165 1.5 -0.2 -0.5
H -6.6964 4.3606 4.8603 -0.2 0.6 0.0
H 0.4811 3.2273 -4.9085 -0.4 0.3 -0.1
H -3.5114 -0.9727 -0.6652 -0.3 -0.4 0.6
N -4.1305 0.7748 -5.9209 0.1 0.0 0.8
H 0.7295 1.0997 -6.1976 -0.3 -0.1 0.4
H -0.1573 1.7319 -4.1151 -0.5 0.3 -0.6
H -0.8500 5.7076 4.6019 -0.1 -0.1 -0.3
H 3.0015 -5.0744 -0.7223 0.5 -0.9 -0.8
H 4.2312 -0.8795 6.0009 0.2 -0.1 -0.2
H 5.3916 -0.8512 0.8703 -0.1 0.0 0.0
H 0.3776 6.9067 4.7608 0.2 -0.1 0.2
H 3.3743 0.8211 2.2670 -0.3 0.0 0.0
H -4.9213 0.1899 -3.0618 0.0 0.2 -0.1
H -4.3760 3.9784 4.2368 0.2 0.3 0.2
C -1.9097 5.4529 1.9014 0.4 -0.1 -0.5
H -2.8341 3.4945 1.2264 0.6 -0.1 0.3
H -2.4337 1.9442 -6.3355 0.1 0.5 0.2
H -0.3620 -1.8002 2.1182 0.3 0.2 0.4
H -2.0255 0.9337 -0.2603 -0.9 -0.4 -0.2
H 2.5830 -2.9596 4.8813 0.6 0.3 0.1
H 6.8355 -2.4949 1.8266 -0.9 0.7 0.2
C 4.1178 -2.6395 1.3039 0.1 0.1 -0.6
C -2.4885 -1.2924 -0.4660 -0.5 0.1 -1.2
C 3.1769 2.2892 -4.1817 -2.0 -1.1 1.0
H -7.3838 4.3289 6.4805 0.2 -0.3 0.2
H -5.2379 3.0688 6.6720 0.5 0.0 -0.5
C -0.4620 0.3340 1.4222 1.3 -1.4 0.4
H -1.3071 0.1603 -1.6535 -1.1 -0.1 -0.5
C 1.6883 -8.2161 1.5193 0.3 0.4 -0.4
C 0.0890 6.0430 4.1617 0.2 0.5 0.7
C -6.1153 1.5615 3.6641 1.2 -1.9 1.3
H -7.0230 1.1575 4.1124 -0.1 0.2 0.0
H -1.8926 0.2808 -8.3761 0.0 0.2 0.0
C 1.2689 -4.9771 0.3431 -1.5 -0.9 0.9
H 1.9738 -4.2941 4.0584 0.0 -0.1 -0.4
H 4.1906 4.1200 -4.5494 0.1 0.1 -0.3
H 6.2425 -5.4390 2.1222 -0.7 0.1 -0.2
C 4.9155 -1.6939 0.3688 -1.3 -0.6 0.5
H -6.0116 1.9478 -7.1515 -0.5 0.1 0.0
C 1.7038 4.3185 1.1248 -0.9 0.9 0.5
H -1.9691 2.7942 3.9234 -0.2 0.4 -0.2
C -4.4132 -0.4879 -3.7478 -1.2 -0.4 0.2
H 2.6424 -5.5151 -3.2118 1.0 0.7 0.6
H -1.3444 -0.1282 -6.7849 -0.1 0.2 0.3
N 4.0348 -0.3334 3.9034 -1.4 1.9 2.3
H -0.3298 3.7659 -2.5283 -0.2 -0.3 -0.4
H -0.7916 -0.5248 3.4200 1.1 -0.2 0.3
H -2.8190 -0.8249 -7.4235 -0.1 0.0 0.1
H 3.8362 3.2555 -6.0798 0.3 -0.3 0.2
H 3.9100 1.4909 -4.0662 0.1 -0.2 -0.9
N -5.2601 2.1377 4.7209 0.1 0.4 -1.1
H 0.9195 -6.4890 -2.3358 -0.2 0.4 -0.1
C 2.2267 -0.3345 -5.7564 -0.5 -0.5 -1.2
H -2.7138 -0.5190 -4.9274 -0.2 -0.1 -1.0
H -3.8797 -1.1837 -3.1003 0.3 0.0 -0.2
N -0.4887 5.5689 1.7336 1.9 -0.7 -0.2
C 0.6358 2.4794 -4.1308 -0.7 0.0 1.0
H 3.9673 -6.6699 -2.6315 -0.2 0.2 0.0
H -2.6628 2.9404 5.5441 0.4 0.0 0.2
H 2.7203 2.6439 4.3094 -0.3 -0.1 -0.9
C 1.7533 1.1172 -5.8241 -0.5 -0.6 1.5
H 1.0364 -5.2356 1.3762 -0.2 0.2 0.2
C -4.8628 1.9329 -5.4146 -0.2 -0.4 1.8
H 3.2392 1.4840 6.6299 0.1 0.3 -0.3
C 0.7131 -1.0410 -0.3500 -0.3 0.8 0.7
H 2.5650 3.9992 -5.2209 0.0 0.3 0.2
H 1.4222 -9.0922 -0.3805 0.0 0.4 -0.8
C 4.0090 -3.8949 3.3902 0.8 -0.5 -0.3
H 1.4066 3.7899 -2.5843 0.0 0.3 0.0
N -0.3085 -0.0259 0.0170 -0.1 0.5 0.7
H -5.3960 1.6413 -4.5097 -0.3 -0.6 -0.2
C -5.8441 2.6250 -6.3139 0.9 0.0 -0.8
C 2.9701 -6.5424 -3.0525 -1.3 0.9 -0.3
H 0.2623 -1.1821 -2.3687 0.3 -0.1 -0.6
H 0.3853 3.9189 2.7433 0.0 -0.2 0.5
C 1.1484 -0.9267 -1.7876 -0.6 0.3 -0.8
H -4.1243 2.5728 -4.9315 0.3 0.9 -0.4
H 0.6326 2.4082 -1.9132 -0.2 -0.3 -0.1
C -4.2148 2.9088 4.1028 1.6 -0.3 -0.5
N 1.7916 1.6657 -4.4413 2.6 0.4 -0.1
H 1.1800 -3.8942 0.2565 1.1 0.1 -0.1
H -1.1575 1.1631 1.5524 -0.2 -0.2 -0.2
H 1.2625 -7.4729 2.1935 0.2 0.8 -0.4
C 6.2173 -3.2381 2.3303 -0.2 -1.4 1.8
C 1.8192 -7.0799 -2.1640 0.6 -0.3 -0.3
H -0.5906 7.4468 2.7069 -0.2 -0.1 -0.2
H 1.6698 -0.9473 -5.0477 0.0 0.5 0.5
C -5.8950 2.7221 5.8744 -2.2 -1.1 1.1
N 2.1865 -7.1073 -0.7528 0.6 -0.2 0.5
H -5.2036 -1.0575 -4.2366 0.0 -0.1 -0.1
H 3.1198 -2.2655 1.5324 -0.1 0.3 -0.3
C -2.6488 4.5251 0.9239 -0.9 0.7 0.6
H 2.2386 3.4010 1.3705 -0.2 -0.3 -0.5
H 5.6391 -2.2657 -0.2121 0.0 0.3 0.0
H -4.8262 -0.4415 3.5690 -1.2 -0.1 1.5
H 0.2902 -7.7365 -0.0131 -0.4 -0.2 -0.5
H -5.9344 -0.1164 2.2708 0.2 0.1 -0.3
H 4.6643 -4.1893 4.2100 0.0 0.3 0.3
H 2.7722 -8.2429 1.6313 0.1 0.2 0.1
H 3.1683 -5.9455 0.7539 -0.1 -0.3 0.1
C 3.0861 1.6283 4.3442 -0.2 2.3 3.5
C 1.3298 -8.0635 -0.0323 0.3 0.5 2.9
H -4.1677 2.7636 3.0235 -0.6 0.0 -0.1
C 0.0182 6.5431 2.7354 0.3 -0.9 -1.1
C -3.0895 1.2288 -6.8319 -0.4 -0.1 -0.2
H -2.1526 5.2420 2.9428 -0.4 -0.4 0.2
C 3.9505 -0.1040 5.3036 0.8 -1.7 -0.2
H -2.3100 4.5371 -0.1120 0.2 0.2 0.2
H 1.3294 -9.0901 2.0628 -0.2 -0.6 -0.9
H 6.1904 -4.4470 0.5892 0.1 -0.6 -0.1
C 2.4908 -5.7981 -0.0871 -0.7 0.3 -0.8
H -4.3684 0.6902 2.6440 -0.3 0.8 -1.0
H 1.9984 -1.5277 -2.1109 -0.2 -0.6 0.4
H 0.3717 -5.2877 -0.1922 0.0 -0.3 -0.3
H -6.4370 1.8781 6.3009 0.3 -0.4 0.6
H -2.6363 1.4179 4.7294 -0.6 -0.2 -0.2
H -0.3391 3.5105 1.2615 0.1 0.2 -0.5
H 2.2247 1.7352 -6.5882 0.7 0.0 0.2
H -3.6457 4.9630 0.9738 -0.3 -0.2 -0.5
H 2.2782 5.0888 1.6394 0.0 0.3 -0.1
H -2.3243 -2.0307 -1.2509 0.4 0.3 -0.6
H -3.6363 1.7349 -7.6274 0.3 0.1 -0.2
C -5.3311 0.3665 3.0396 0.4 0.2 -0.8
H 3.1555 2.6051 -3.1387 -0.3 0.4 0.1
C 3.4299 0.7238 3.3412 1.3 -1.3 -0.9
H 0.8378 5.2668 4.3196 0.0 0.0 0.0
H 2.1251 -2.7622 3.2045 -0.1 -0.1 -0.1
H 3.9880 -4.8066 2.7932 -0.9 -0.4 0.0
C 3.4399 1.1353 5.6276 -0.7 -0.4 -2.6
C 6.5544 -4.5268 1.6135 -0.1 -0.5 -0.3
H -2.1859 6.4958 1.7461 -0.8 -0.1 -0.2
C -2.2423 0.0978 -7.3600 0.2 -0.7 -0.7
C -2.7949 2.4834 4.5634 -0.2 0.5 1.0
H 0.3858 -2.0562 -0.1254 -0.2 -0.3 -0.1
H 3.9469 -3.5304 0.6996 -0.1 -0.4 0.0
C -7.0520 3.7021 5.6528 0.6 0.8 -1.6
H -1.9045 -0.9770 2.3768 -0.2 -0.4 -0.7
H 4.0962 -1.3701 -0.2730 0.5 0.5 -0.5
H 1.0009 6.8396 2.3686 0.2 0.1 0.3
H 7.6320 -4.6902 1.6109 0.2 0.5 -0.3
H 1.4624 0.0691 -2.1007 -0.3 0.3 0.3
H -5.3497 3.5048 -6.7259 -0.5 0.3 -0.1
H 1.5048 -8.0780 -2.4690 0.3 -0.2 0.2
H -6.7699 2.8661 -5.7917 0.1 0.1 -0.3
H -2.3632 -1.9561 0.3895 -0.2 0.9 0.6
H 2.9638 -6.7888 -4.1143 -0.1 -1.1 0.2
C -1.6456 -0.0176 -0.6328 2.8 -0.7 0.0
H 0.4868 0.7529 1.7575 0.5 0.0 0.1
N 4.7482 -2.9407 2.5583 1.7 1.8 0.2
H 3.2901 -0.5332 -5.6225 0.0 0.4 0.0
H -6.3647 2.2560 2.8619 -0.1 0.2 0.0
C -3.5117 0.2020 -4.7496 0.8 -1.2 1.5
H -2.9834 0.9054 -4.1061 0.3 1.1 -0.3
H 1.9013 -0.8029 -6.6853 0.5 -0.1 -0.5
C 3.4964 3.4553 -5.0636 -0.1 0.6 -0.3
```
Forces are in eV/Å.

Results
Charge   +1
HOMO-LUMO gap (alpha / beta)   6.890 / 2.701 eV
Spin multiplicity   2
E_LUMO (alpha / beta)   -2.841 / -7.030 eV

2.
ORCA calculation (ωB97M-V/def2-TZVPD) on a structure of composition C23H66AgN9O8.

XYZ file:
```
107
Properties=species:S:1:pos:R:3:forces:R:3
H -20.1385 -6.2327 -15.2852 0.1 -0.1 -0.1
H -23.0497 -9.9859 -6.1045 0.3 -0.3 0.0
H -19.7970 -5.6013 -16.9260 0.5 -0.3 0.1
H -12.5845 -13.5908 -4.5427 0.1 0.1 -0.2
H -24.1290 -6.9329 -4.7073 -0.9 -0.3 -0.1
H -14.3697 -3.3084 -9.7721 -0.1 0.3 0.5
H -13.7355 -15.6318 -4.5253 0.4 -0.3 -0.8
H -21.4805 -8.3306 -3.0811 0.2 0.0 0.0
H -20.7531 -9.1559 -4.4534 -0.1 -0.1 -0.1
N -14.2202 -14.7625 -4.3536 -0.5 -1.8 -0.3
H -10.2836 -9.6609 -7.9162 -0.1 -0.2 0.2
H -19.9922 -4.3412 -13.1962 0.3 -0.2 -0.1
H -12.8716 -4.1211 -9.6187 0.6 0.1 0.7
H -11.2480 -10.2969 -11.2607 0.1 0.0 -0.3
C -21.6815 -9.0241 -3.8977 -0.1 0.4 0.4
O -17.7217 -9.6084 -9.1090 -0.3 0.3 0.2
H -15.5108 -4.4397 -5.8056 0.2 0.1 -0.6
N -11.0524 -10.3079 -10.2699 0.3 0.0 -0.5
H -22.1241 -3.8497 -12.0192 -0.4 0.1 0.2
H -14.8375 -12.7274 -2.6211 0.4 -0.4 0.5
C -14.0354 -12.6024 -3.3485 0.1 0.2 -0.1
H -11.9806 -15.4204 -3.0820 0.9 0.1 -0.5
H -14.3465 -4.8903 -9.0432 0.0 -0.1 0.2
O -24.6486 -8.7172 -6.2168 -0.8 -2.2 1.1
N -23.5001 -7.3525 -4.0376 -0.5 0.4 0.3
H -11.7582 -6.3332 -5.8547 -0.3 0.0 -0.3
O -13.7525 -3.3058 -7.7572 -2.4 1.2 -3.3
C -12.2511 -15.3939 -0.5252 0.0 0.3 -0.7
H -21.1546 -9.8346 -11.4295 -0.4 1.5 -0.5
H -11.9866 -3.9300 -7.2795 0.8 -0.2 0.5
O -15.5298 -10.2105 -15.7832 1.1 -0.7 -5.8
H -6.4546 -9.2146 -12.4726 -0.6 -0.4 -0.4
H -17.8273 -3.3556 -15.4552 0.6 0.1 0.2
Ag -17.3848 -13.2755 -7.1933 0.1 0.7 -0.2
C -22.2976 -3.0564 -12.7463 2.1 0.0 -1.6
H -14.5999 -12.2018 -4.1905 0.3 -0.1 -0.4
H -17.0668 -8.2475 -7.7406 0.2 0.3 0.4
H -8.3553 -10.8135 -10.9976 0.0 -0.1 0.5
C -9.8653 -9.4968 -9.9725 1.4 -1.1 -0.2
C -19.6667 -4.1304 -15.4080 -0.1 0.2 0.8
H -26.2733 -8.9831 -7.3603 -0.1 -0.3 -0.1
H -22.8455 -6.5843 -4.0001 0.5 0.1 0.7
H -11.5563 -13.7469 -2.5055 0.3 -0.1 0.4
C -13.4040 -5.0056 -6.0555 0.7 0.4 0.2
H -11.5972 -4.9651 -5.0501 0.0 0.2 0.3
H -17.8960 -7.5145 -9.0804 0.1 0.2 -0.6
H -15.5324 -8.4162 -14.4928 -0.3 0.6 0.8
H -11.8794 -9.8967 -9.8612 0.0 0.1 0.3
C -14.6537 -4.7201 -5.1933 0.0 -0.2 -0.9
H -24.0956 -10.1625 -4.7236 -0.4 0.3 0.3
C -15.5801 -10.2597 -14.6218 -1.5 -0.5 2.6
H -13.3492 -11.8126 -3.0429 -0.1 0.0 0.3
H -17.8284 -4.8367 -16.0680 -0.1 -0.2 -0.1
C -17.8927 -8.3941 -8.4366 0.4 -1.5 0.0
H -8.9907 -10.8060 -8.3150 -0.3 -0.3 -0.6
H -5.5918 -8.9606 -11.0697 -0.1 0.3 0.5
C -23.6614 -9.4246 -5.3982 -0.9 0.5 -1.4
H -22.2990 -7.8816 -5.5723 0.3 -0.3 -0.5
N -21.9797 -9.8511 -12.0119 0.9 8.1 0.1
H -24.9905 -10.1792 -7.6363 -0.1 -0.1 -0.2
H -21.8868 -12.7587 -11.9052 0.4 0.0 0.5
H -8.6714 -9.1204 -8.1902 0.1 0.2 -0.2
C -13.8073 -3.9441 -9.0882 -0.3 0.1 1.2
C -25.5728 -9.6619 -6.8738 1.1 1.7 -0.7
C -20.2485 -3.6465 -13.9960 -0.7 -0.3 -1.2
H -26.1370 -10.4210 -6.3320 0.3 0.3 0.9
H -12.8744 -15.6071 0.3432 0.0 0.0 -0.2
N -21.6917 -11.8012 -11.6495 1.7 -6.6 2.0
H -9.0299 -9.5882 -12.0208 -0.5 -0.1 -0.3
H -15.0204 -5.6275 -4.7135 0.4 0.2 0.6
C -22.5646 -10.9488 -12.0927 -0.8 -3.1 -1.8
C -12.3485 -14.4731 -2.6878 -0.9 -0.4 -0.9
H -21.3108 -5.3851 -16.2834 -0.2 0.6 0.7
C -13.2739 -13.8812 -3.7500 0.0 1.6 0.3
C -6.5053 -9.4486 -11.4093 1.6 1.6 -0.1
O -21.7030 -3.5014 -14.0218 0.3 0.2 0.1
C -22.7952 -8.3970 -4.7500 1.3 0.1 -0.5
C -9.4149 -9.8304 -8.5524 0.0 0.9 0.7
H -10.0786 -8.4280 -9.9812 0.1 0.2 -0.3
H -19.8069 -3.3431 -16.1486 -0.5 0.3 0.2
N -15.7847 -11.2730 -13.8355 -0.3 -5.6 0.9
H -23.3311 -2.7405 -12.8878 0.1 -0.6 -0.2
H -21.9487 -9.9611 -3.4091 -0.2 -0.1 -0.2
C -12.9173 -3.6935 -6.7637 1.1 -2.3 -0.3
H -14.8788 -15.1334 -3.6836 -0.5 0.6 0.6
H -16.0490 -9.1438 -12.9733 0.2 0.1 -0.4
O -13.0812 -14.8567 -1.5782 0.1 0.0 2.1
H -15.7988 -12.1645 -14.3100 -0.3 -0.1 0.6
O -7.6415 -8.8552 -10.7833 0.9 -1.8 0.1
H -11.6819 -16.2639 -0.8528 -0.5 -0.6 -0.2
H -19.7432 -2.6952 -13.8293 -0.2 0.3 0.4
H -20.8094 -11.5670 -11.2174 -0.4 -0.3 -0.3
H -18.8248 -8.3222 -7.8763 -0.4 -0.1 0.2
H -14.5120 -3.8351 -4.5729 0.2 -0.4 0.6
N -15.6060 -9.2143 -13.8782 0.7 6.5 1.7
H -11.4305 -14.7336 -0.2446 -0.3 0.7 0.1
C -8.6922 -9.7769 -11.0018 -2.0 1.0 0.3
H -13.6375 -5.7205 -6.8445 -0.4 0.1 -0.1
H -12.7523 -2.8364 -6.1108 -0.2 -0.1 0.3
H -22.5313 -9.1252 -12.4465 0.9 0.9 0.6
N -18.1632 -4.2928 -15.2856 -1.4 0.4 0.5
O -23.5647 -11.2156 -12.7019 -2.2 -0.4 -0.5
H -16.0361 -11.1706 -12.8627 0.2 -0.3 -0.4
N -12.2819 -5.6585 -5.3155 -0.5 0.6 0.4
H -21.7274 -2.1637 -12.4893 -0.1 0.1 0.6
C -20.2682 -5.3912 -15.9658 -0.2 -0.6 -0.4
H -6.2841 -10.5027 -11.2416 -0.8 -0.2 0.2
```
Forces are in eV/Å.

Results
Energy relative to the best compared isomer or geometry (same formula, charge and spin)   172.76 kcal/mol
HOMO-LUMO gap   3.684 eV
Spin multiplicity   1
E_LUMO   -3.410 eV